(1)
26
Properties=species:S:1:pos:R:3:lowdin_charge:R:1 method="wB97M-V/def2-TZVPD" total_charge=0 homo_lumo_gap_ev=9.87 spin_multiplicity=1 smiles="CCO[Si](C)(OCC)C(Cl)=C(Cl)Cl"
C 2.33593 -2.24278 0.10131 -0.08
C 0.91758 -2.28429 -0.36130 -0.25
O 0.58910 -1.06190 -1.02609 -0.18
Si 0.35157 0.45862 -0.72322 0.39
C -0.88040 1.39529 -1.89059 -0.15
O 0.06711 0.75124 0.85110 -0.24
C -0.02921 1.90307 1.76754 -0.27
C -0.35026 1.37277 3.12610 -0.06
C 2.33617 1.26567 -1.24064 -0.70
Cl 2.39850 1.68483 -2.97216 0.56
C 3.31361 1.53721 -0.38503 -1.20
Cl 4.79108 2.34992 -0.70079 0.62
Cl 3.16229 1.07261 1.34856 0.61
H 2.74026 -1.18541 0.17742 0.03
H 2.46159 -2.81072 1.01425 0.07
H 3.09546 -2.62357 -0.66363 0.10
H 0.07761 -2.34714 0.45596 0.16
H 0.80211 -3.08878 -0.98776 0.08
H -0.51070 1.36075 -2.96704 0.03
H -1.83570 0.97954 -2.02863 -0.01
H -0.94808 2.50797 -1.48895 0.08
H 0.86858 2.43980 1.60689 0.07
H -0.90498 2.41296 1.30363 0.12
H -0.10028 2.13998 3.81614 0.07
H -1.32566 0.97384 3.17790 0.07
H 0.35726 0.55121 3.18803 0.08


(2)
23
Properties=species:S:1:pos:R:3:lowdin_charge:R:1 method="wB97M-V/def2-TZVPD" total_charge=+1 homo_lumo_gap_ev="6.56 / 7.47" s_squared=0.75 spin_multiplicity=2
C -1.77780 -2.68752 1.12073 -0.16
C -0.22519 -2.78469 0.60508 -0.66
Cl -0.20320 -3.05449 -1.24119 0.49
C 0.69462 -1.46167 0.90511 -0.24
C -0.15465 -0.02692 0.82843 -0.05
C 0.90649 1.13912 0.30539 -0.27
C 0.18592 2.23009 -0.72692 -0.70
C 1.32610 3.37352 -1.16123 -0.18
I -0.44730 1.27683 -2.59784 1.02
H -2.04632 -3.73487 1.62620 0.10
H -2.48701 -2.55604 0.18665 0.07
H -1.99848 -1.83232 1.88811 0.08
H 0.31035 -3.69951 1.11166 0.12
H 1.29833 -1.52839 1.93238 0.14
H 1.54311 -1.45054 0.06528 0.10
H -1.06079 -0.13173 0.06662 0.04
H 1.34244 1.66658 1.28345 0.14
H 1.81627 0.68045 -0.31011 0.12
H -0.68682 2.72560 -0.12195 0.11
H 1.45065 4.18104 -0.29955 0.11
H 2.36580 2.86677 -1.40687 0.10
H 0.90764 3.85922 -2.16779 0.07
Cu -3.06016 0.94947 -1.89165 0.45


(3)
28
Properties=species:S:1:pos:R:3:lowdin_charge:R:1 method="wB97M-V/def2-TZVPD" total_charge=+2 homo_lumo_gap_ev="7.70 / 7.20" s_squared=9.35 spin_multiplicity=6
I 1.90887 -4.16304 -1.15254 0.16
I -0.70145 -4.24240 -0.43082 0.11
Dy 0.67397 -0.34211 0.47275 1.12
P -0.06510 0.80402 -2.02857 0.66
C -1.61884 0.98977 -2.88592 -0.26
C 0.85929 2.33440 -2.37413 -0.25
H 1.87351 -0.59363 -2.61612 0.03
H 0.96906 -0.15300 -4.06893 0.07
H 0.38987 -1.42435 -2.96959 0.03
C 0.86448 -0.43886 -3.01694 -0.28
H 1.85821 2.29800 -1.92925 0.04
H 0.97330 2.56148 -3.43750 0.07
H -1.53273 1.24436 -3.93489 0.07
H -2.20887 1.76300 -2.40881 0.06
H 0.35098 3.18046 -1.90481 0.06
H -2.19916 0.07782 -2.81736 0.05
C -2.33626 0.17489 0.31001 -0.01
O -3.47850 0.18824 0.41054 0.12
Cl 3.05945 0.27616 0.22377 -0.10
N 0.04476 0.04870 4.84662 0.11
C 0.07874 -1.33139 4.66437 0.00
C 0.04947 -1.51608 3.29476 -0.11
N -0.02378 -0.25526 2.66813 -0.20
C -0.00395 0.66235 3.65916 -0.12
H 0.04053 0.57168 5.74426 0.21
H 0.11996 -2.03079 5.46837 0.13
H 0.08020 -2.39981 2.68029 0.09
H -0.02603 1.71536 3.53317 0.14


(4)
24
Properties=species:S:1:pos:R:3:lowdin_charge:R:1 method="wB97M-V/def2-TZVPD" total_charge=0 homo_lumo_gap_ev=9.28 de_lowest_ev=0.000 spin_multiplicity=1 smiles="CN1CCN(C(=O)CCl)CC1"
C 1.70895 -0.11595 -2.17351 -0.09
N 1.29597 -1.04186 -1.11594 -0.22
C -0.10693 -1.48678 -1.21234 -0.18
C -1.07889 -0.38400 -0.95228 -0.12
N -0.80117 0.21560 0.38371 -0.05
C -1.83985 0.33156 1.30251 -0.47
O -2.93734 -0.15765 1.08602 0.05
C -1.50052 1.11482 2.63217 -0.45
Cl -1.05608 2.83118 2.31465 0.56
C 0.58979 0.64175 0.61051 -0.19
C 1.50798 -0.48187 0.23036 -0.20
H 1.18804 0.83831 -2.14925 0.06
H 2.83534 0.07418 -2.04301 0.12
H 1.40474 -0.61864 -3.06683 0.07
H -0.25260 -2.25449 -0.45131 0.13
H -0.25525 -1.91167 -2.21205 0.12
H -2.07670 -0.77308 -0.90707 0.11
H -1.00281 0.48054 -1.66931 0.14
H -0.65189 0.66822 3.14950 0.07
H -2.39991 1.14158 3.23568 0.07
H 0.76867 0.86299 1.67834 0.10
H 0.83593 1.54111 0.02804 0.12
H 1.27791 -1.33006 0.95465 0.14
H 2.54663 -0.18579 0.34674 0.12


(5)
28
Properties=species:S:1:pos:R:3:lowdin_charge:R:1 method="wB97M-V/def2-TZVPD" total_charge=0 homo_lumo_gap_ev=9.67 spin_multiplicity=1
C 2.19208 2.76789 -2.88422 -0.08
O 1.72622 2.06453 -1.65295 -0.26
P 0.43467 1.03318 -2.02762 0.56
O -0.78073 1.78892 -2.30551 -0.23
O 0.97265 0.15051 -3.32580 -0.22
C -0.12208 -0.49577 -3.94719 -0.13
O -0.05480 0.03082 -0.75312 -0.17
C 0.20108 0.62329 0.49619 -0.21
N 0.25535 -0.39870 1.61210 0.11
C 0.08637 -0.02023 2.88939 -0.51
O -0.10035 1.23015 2.92486 0.01
C 0.06088 -0.88245 3.94350 -0.10
C 0.32485 -0.62483 5.26925 -0.60
C 0.70969 0.67804 5.92707 -0.09
Cl 0.27662 -2.12741 6.21345 0.64
H 3.04455 2.19434 -3.34248 0.10
H 1.34042 2.64608 -3.65525 0.10
H 2.37069 3.79595 -2.74769 0.07
H 0.08418 -1.35195 -4.66453 0.12
H -0.69608 -0.85496 -3.15452 0.05
H -0.71444 0.10695 -4.58264 0.07
H 1.17365 1.10269 0.52164 0.11
H -0.56385 1.44128 0.58278 0.15
H 0.46579 -1.31762 1.33842 0.12
H -0.35390 -1.90056 3.77253 0.11
H -0.05787 0.92235 6.74572 0.12
H 0.81604 1.58058 5.34049 0.07
H 1.72528 0.63390 6.28309 0.07


(6)
22
Properties=species:S:1:pos:R:3:lowdin_charge:R:1 method="wB97M-V/def2-TZVPD" total_charge=0 homo_lumo_gap_ev=8.56 de_lowest_ev=2.985 spin_multiplicity=1
C 1.21348 2.84314 0.01684 -0.08
C 0.19373 2.32457 0.64227 -0.25
C 0.56501 -1.72568 -1.02317 -0.28
C 1.17690 -2.03009 0.38594 -0.31
C 0.18283 -0.29167 -1.39583 -0.29
C 0.42266 -1.44271 1.52719 -0.66
C -2.37674 0.71406 0.08499 -0.19
Si -0.46325 0.61320 0.15943 0.82
Cl -1.05164 -2.24083 2.14470 0.48
H 1.32260 3.92320 0.00039 0.06
H 1.94114 2.24231 -0.44329 0.03
H -0.41162 3.11755 0.97476 0.04
H 1.23117 -2.02382 -1.73143 0.06
H -0.45850 -2.13179 -1.15897 0.11
H 1.19864 -3.13056 0.68634 0.11
H 2.31604 -1.62740 0.42454 0.16
H 1.02374 0.13984 -1.99169 0.08
H -0.60887 -0.33362 -2.11988 0.06
H 0.93104 -1.20945 2.40245 0.00
H -2.70740 1.51521 -0.65075 0.07
H -2.80919 -0.22449 0.07547 -0.01
H -2.83177 0.97905 0.98969 0.00


Computed F_max, in the same sequence as the records: 4.10, 4.96, 3.61, 2.05, 7.96, 4.58 eV/Å.